(1)
C43H70BrN7O5P | ωB97M-V with the def2-TZVPD basis set

Geometry as ORCA input:
```
! RIJCOSX wB97M-V def2-TZVPD def2/J DEFGRID3
* xyz 1 1
H 2.26120 1.67059 -1.30268
N -0.43336 -1.85895 -8.65900
H -10.46589 0.13560 8.41598
C -1.18131 0.48183 5.25178
H 5.22850 4.27927 -5.05120
H -3.89270 1.05394 4.27923
H 0.89093 -2.32306 5.29625
Br -3.18657 -1.39425 -0.86020
C 5.21519 -3.15784 -5.19211
H -3.01754 2.53221 3.44978
C 3.78345 5.36162 -2.41135
H -2.68717 -0.38018 2.96997
H -0.12144 0.86052 5.63100
C 8.85952 4.54697 -0.82244
C 0.62892 -1.05749 -8.98726
N 6.79630 -4.71852 -5.11843
H 6.32148 3.36290 -2.36697
C 1.83336 -2.76239 -2.77325
H -6.20837 0.80829 4.31001
H -3.75004 2.89533 6.58975
H 0.78879 -4.52824 -3.78480
C 4.78833 5.46594 -3.34691
C 0.45818 -3.43870 -3.44111
C 5.73825 -5.25917 -5.80164
H -7.87092 0.39617 9.19898
H 5.78545 -6.26923 -6.18605
H 3.40366 0.49882 -3.13987
H 3.77461 -4.43886 -6.33142
H -1.66779 -6.01537 -0.80346
H 10.21311 2.76403 -0.87860
H -2.15249 3.34918 5.64870
O 0.03924 3.03848 -0.91048
H -7.41928 2.25829 4.50405
H -2.44427 -4.30276 -0.48346
H 2.11181 3.88044 -2.25006
C 0.81107 -0.15253 -7.96547
C 9.26637 3.22602 -1.12707
H -1.29420 0.82560 4.13826
H -6.10363 1.82715 5.90776
H 3.94167 -1.37489 0.42146
H -0.22629 -4.01440 4.11769
C 1.81946 -1.14131 -3.07880
H -2.20996 1.02478 1.80788
C 1.87400 -1.31427 0.57037
O -0.79008 1.38115 -2.85285
C -0.09229 0.11016 -0.28162
H 1.58287 -3.31455 2.43474
C -1.10464 -1.18025 5.37639
C -5.16112 2.94726 4.15426
H 5.60156 6.17283 -3.44361
H -0.90690 -1.42552 6.52475
C -0.17229 -0.42151 -6.98369
H 1.94628 -1.02583 -4.25141
O 3.19723 -1.89773 0.84164
H -5.18958 4.00976 4.64530
H 4.68581 -2.22425 -5.05195
H 1.16184 -1.19833 -9.91805
H 0.72265 -1.03316 3.84792
C 2.53991 0.56117 -1.02053
C -0.40720 -3.00241 3.51072
C -3.70080 2.22202 4.34809
C -9.82313 0.99424 8.27134
C -6.30337 1.91250 4.74617
H -5.34177 3.03539 2.98025
N 1.42161 -0.15432 -0.28971
H -7.11825 2.68636 8.49402
C -2.80217 0.01498 1.84993
H -2.27740 -2.18828 1.44244
N -0.69096 -0.96703 0.60449
N 7.21165 3.53352 -1.91738
H -5.01864 0.68506 2.42749
C -2.16486 -1.15331 0.88922
H 7.19923 -2.83192 -4.19891
C 3.03255 -0.30264 -2.36196
H 8.13166 1.62801 -2.21698
H -2.12659 -1.69196 5.10222
H 9.43255 5.29805 -0.29437
C -10.16153 2.21134 7.63308
H 6.92034 5.56184 -1.31128
H 3.63883 6.01762 -1.56269
H -2.46518 -4.21462 -3.36660
H -0.79696 -2.61148 -9.22919
C -9.04718 3.01918 7.67243
H 2.79235 -3.28622 -3.20899
C -8.51215 1.09610 8.68020
H -0.31547 0.10151 -6.04698
C -2.31603 1.06948 6.28081
O -0.61022 -3.46995 -2.42428
H -1.76709 -1.99810 -6.99498
C -2.28489 -5.14716 -1.29049
P -0.87200 1.55422 -1.25940
H 3.50730 0.63583 -0.32788
H 1.57094 0.61734 -7.93038
C 0.42676 -1.83052 1.14561
H 3.23059 2.85608 -4.51145
C -0.92506 -1.48186 -7.43640
H -1.08168 -5.49318 -3.21724
C 0.14987 -1.80239 4.51830
C -4.41338 0.14530 1.56690
C 2.98741 4.24752 -2.76959
H -3.36874 -5.59499 -1.51379
H -11.11522 2.47038 7.19165
N -8.04983 2.33397 8.31623
H 0.74897 -0.73007 -2.82462
H 0.14978 -4.09840 1.49339
H -1.80605 1.27434 7.32771
H 7.66819 -5.19184 -4.91995
H 3.93740 -1.01388 -2.13805
H -4.58999 0.77124 0.59421
H -2.56731 2.29940 0.07246
H 0.46075 2.83075 -0.02488
H -3.19971 0.30323 6.33253
C 8.23080 2.62379 -1.80593
C 4.74011 -4.31228 -5.85906
C 0.44443 -3.14953 2.11830
H 0.05992 -2.81541 -4.36924
C 3.53038 3.70619 -3.91342
C 6.48839 -3.43547 -4.74735
H -1.58000 -2.94087 3.36553
C -2.96912 2.51158 5.78689
H 1.79043 -3.03873 -1.63163
O -2.52837 1.91189 -0.85048
C -1.57851 -4.56118 -2.68576
H -4.86527 -0.95582 1.51268
C 7.58815 4.71093 -1.32536
H -8.87942 4.02078 7.29957
N 4.62927 4.45103 -4.25429
*
```

Computed properties:
Molecular weight   875.96 g mol⁻¹
Frontier orbital gap   5.2 eV

Results of the Löwdin charge analysis, in e, for atoms 1 through 99: H 0.12; N 0.00; H 0.09; C -0.22; H 0.16; H 0.09; H 0.13; Br 0.75; C -0.13; H 0.10; C -0.10; H 0.10; H 0.12; C -0.11; C -0.14; N 0.00; H 0.12; C -0.15; H 0.07; H 0.12; H 0.13; C -0.15; C -0.19; C -0.13; H 0.10; H 0.11; H 0.11; H 0.09; H 0.07; H 0.09; H 0.12; O -0.20; H 0.09; H 0.03; H 0.07; C -0.12; C -0.12; H 0.08; H 0.07; H 0.13; H 0.13; C -0.19; H 0.09; C -0.05; O -0.34; C -0.10; H 0.14; C -0.21; C -0.25; H 0.11; H 0.13; C -0.12; H 0.12; O 0.03; H 0.12; H 0.08; H 0.11; H 0.11; C -0.12; C -0.21; C -0.26; C -0.11; C -0.14; H 0.10; N -0.02; H 0.14; C -0.24; H 0.12; N -0.04; N 0.00; H 0.06; C -0.55; H 0.10; C -0.14; H 0.10; H 0.10; H 0.09; C -0.11; H 0.10; H 0.10; H 0.12; H 0.15; C -0.15; H 0.11; C -0.15; H 0.09; C -0.21; O -0.26; H 0.10; C -0.11; P 0.76; H 0.14; H 0.09; C 0.02; H 0.10; C -0.15; H 0.13; C -0.19; C -0.15


(2)
C43H70CsGeN3O6PS4Si | ωB97M-V with the def2-TZVPD basis set

Geometry as ORCA input:
```
! RIJCOSX wB97M-V def2-TZVPD def2/J DEFGRID3
* xyz -2 2
S 0.96689 2.63226 6.30412
H -1.30382 3.43642 3.68481
H 4.86386 1.62280 -3.55261
H 4.57476 -1.95644 -2.49495
C 2.26155 0.29065 5.98923
C -2.28312 -3.60684 2.70006
S 3.09534 0.97046 7.39858
C 3.97860 -1.27213 -1.87406
H 0.20690 2.12098 -3.85529
O -1.23797 -3.62258 -0.87853
C 3.72444 0.71300 2.47763
C 2.59424 3.29437 -3.49024
H 4.97823 2.71726 -0.57586
O 1.12369 0.42124 -1.26704
P -2.85950 1.73508 -0.42833
H -0.94535 4.63746 2.44602
H -2.10829 -5.67933 3.29041
C 4.99877 0.68517 -3.00638
C -1.79382 -2.44469 -2.84466
H -3.28023 -5.41055 1.99449
O -2.32341 0.39076 -0.11951
C -1.58748 3.78904 2.69476
C 3.50999 1.30413 0.11956
H 1.26108 -3.81234 -1.97923
C 2.91382 -0.36922 -3.92753
H -2.94276 4.89325 0.53902
C -1.41918 2.67239 1.65342
H -3.65747 -3.03508 1.12320
H -1.98831 4.17010 -3.94061
C 2.43446 2.87390 -2.16713
H -1.40760 1.68538 2.11010
H 3.34416 0.17289 3.33816
H -0.45483 -5.61937 -2.53388
H 1.98534 3.58459 -0.19055
H 0.79976 -3.09064 -3.53585
H 1.36147 -3.72271 3.07512
H -3.24705 5.21583 2.93482
H 6.15049 2.89554 1.57596
H -2.97981 -1.65818 2.00886
H -0.29243 4.40350 -3.48323
C 2.10857 3.86652 -1.23372
H 0.83546 -2.09745 -2.09794
C -1.79782 -3.04372 4.03694
C 1.95736 5.19930 -1.59208
H -4.39128 3.92152 0.83874
C 1.69749 -4.69602 2.71246
C 2.07801 -4.61341 1.23114
H -1.56224 -2.28679 -3.90330
C -1.15946 3.75192 -3.36377
C -5.06772 1.32541 -1.91787
H 2.75932 -5.93752 -0.33444
H 2.75474 0.48407 -4.59413
O -1.16446 -3.65060 1.84955
H -5.61916 1.98166 1.16423
H 3.52034 -3.56464 0.01041
C -3.35472 -2.68084 2.11283
C -1.11978 -4.85428 -2.94368
N -2.60624 2.80983 0.78299
H 2.55790 -5.01780 3.30746
H 1.70963 5.93721 -0.83678
C 4.84061 1.52996 2.59269
C -1.56648 3.62940 -1.89810
H 5.60121 0.01503 -3.63705
N -2.23164 2.32740 -1.84101
C 0.58851 -3.10169 -2.46023
C 5.28995 2.24146 1.48578
Ge -0.71622 -4.84403 0.46582
H -2.83658 -2.76138 -2.75383
H -1.04763 -3.70897 4.46966
C -0.86841 2.30424 -3.80525
H 2.57528 4.91240 -4.90447
C -3.05865 4.20024 2.58356
C -1.49493 1.39782 -2.72927
C -6.54792 1.15182 -1.60932
H -0.93876 -4.77635 -4.02051
H -6.35321 -0.54569 -0.28890
C -3.33734 4.02818 1.09365
C -0.87756 -3.51482 -2.23760
Cs -0.24815 -1.37375 0.32080
H -0.70806 0.87746 -2.17513
H 4.11988 -3.96877 1.63662
H 3.35829 -6.38292 1.28039
H 1.93314 -0.79084 -3.68762
H 0.88284 -5.40991 2.86667
C 1.20800 1.08256 5.48245
C 3.07713 0.61050 1.25220
C 2.24267 2.50654 7.51102
H -2.18414 0.66199 -3.15095
H 2.96143 -2.64654 1.41725
C 4.62738 2.13095 0.26929
H -7.05825 0.52719 -2.34367
H -2.24035 4.42662 -1.58008
H -2.62354 -2.93429 4.74728
C 2.12268 5.58576 -2.91695
H -1.68666 -1.48995 -2.32310
H -4.63718 0.36271 -2.22879
H -7.44305 0.68521 0.34642
C -5.31172 1.19445 0.46971
C 2.44226 4.62566 -3.86694
N -4.52138 1.78186 -0.63497
H -4.72525 0.46325 1.03209
H -3.69013 3.51360 3.15203
H -1.28632 2.10580 -4.79358
O 2.44764 3.33482 8.37103
H 2.19138 -0.00609 1.17007
H 1.66934 -6.70672 0.83154
H 3.48066 -1.12402 -4.49180
H 5.34623 1.62423 3.54631
S 2.74873 -1.21236 5.45995
C 3.66874 0.01670 -2.65025
Si 2.53947 1.06778 -1.50414
H -1.32899 -2.06792 3.89570
H 2.00657 6.62459 -3.20415
C -6.51885 0.53020 -0.21098
H -4.23342 -2.65199 2.76655
C 3.24600 -3.64142 1.06568
H 5.58304 0.90308 -2.10944
H 2.83994 2.57017 -4.25892
H -7.03654 2.12918 -1.58677
H -3.68952 -4.95650 3.66278
C -2.88186 -4.99937 2.92563
H -0.48878 2.78152 1.08905
H 4.54701 -1.06457 -0.96320
C 2.49672 -6.00023 0.72501
H -4.86113 2.05834 -2.69699
S 0.18178 0.72626 4.21650
H 3.06590 -1.79617 -1.58003
O 1.02311 -4.11167 0.43785
H -2.15114 -5.17394 -2.77624
H -0.67508 3.65324 -1.26072
*
```

Computed properties:
Molecular weight   1117.89 g mol⁻¹
Frontier orbital gap (alpha / beta)   5.6 / 6.0 eV

Results of the Löwdin charge analysis, in e, for atoms 1 through 99: S 0.91; H 0.08; H 0.06; H 0.08; C -1.24; C -0.73; S 0.90; C -0.10; H 0.09; O -0.53; C -0.08; C -0.11; H 0.10; O -0.52; P 0.53; H 0.11; H 0.07; C -0.10; C -0.04; H 0.06; O -0.45; C -0.16; C -0.22; H 0.08; C -0.09; H 0.10; C -0.18; H 0.09; H 0.10; C -0.19; H 0.06; H 0.03; H 0.07; H 0.10; H 0.08; H 0.08; H 0.10; H 0.09; H 0.06; H 0.08; C -0.11; H 0.01; C -0.03; C -0.10; H 0.10; C -0.05; C -0.73; H 0.08; C -0.15; C -0.22; H 0.08; H 0.06; O -0.47; H 0.10; H 0.07; C -0.04; C -0.06; N -0.19; H 0.08; H 0.10; C -0.09; C -0.19; H 0.07; N -0.17; C -0.08; C -0.11; Ge 0.88; H 0.08; H 0.08; C -0.14; H 0.09; C -0.17; C -0.18; C -0.18; H 0.08; H 0.11; C -0.21; C -0.73; Cs 1.26; H 0.06; H 0.08; H 0.07; H 0.06; H 0.07; C -1.21; C -0.09; C -1.07; H 0.10; H 0.08; C -0.12; H 0.10; H 0.10; H 0.08; C -0.13; H 0.04; H 0.12; H 0.10; C -0.19; C -0.12


(3)
C43H73BN2O10S | ωB97M-V with the def2-TZVPD basis set

Geometry as ORCA input:
```
! RIJCOSX wB97M-V def2-TZVPD def2/J DEFGRID3
* xyz 0 1
H -8.31808 0.28057 -4.83971
H 10.87517 1.40118 2.78580
H -5.62854 1.21555 -4.46645
O 9.16537 2.93045 1.11471
H 0.62242 -3.88177 1.93125
C 10.68966 1.17477 0.65893
H -0.25436 4.50308 0.02766
C 1.06364 6.62047 -1.34582
H 1.22426 -9.50911 -1.22264
C 1.86023 -9.07697 -0.44820
H -0.54220 -0.11069 2.03427
C 5.99692 3.71442 0.76252
H 0.21587 -8.99056 0.92933
C 2.02811 -7.57690 -0.58904
H -3.35853 -4.29520 -0.10102
O -5.37997 -0.63918 -4.91225
C 10.40904 3.23506 1.76098
C 0.69816 2.18510 -2.67942
O 2.28922 -7.06335 0.72456
H -10.69247 0.01584 -5.21689
H -6.68103 -2.46635 -0.42905
C 1.29057 -9.20000 0.94734
H -3.57125 1.23745 0.11155
C -6.16240 -4.45344 0.26857
O 3.98671 4.71331 0.00434
C -1.71458 0.87678 -1.26071
N -0.28183 7.22280 -1.72241
H 1.43944 -10.18276 1.39790
H -0.98834 6.74468 -1.12377
H 10.21551 3.69530 2.73244
B -0.88501 1.85073 0.88827
H -7.14469 -4.53539 0.73719
C -4.00671 -3.51031 0.30367
H 3.42109 2.74020 0.08536
C 0.04072 2.60689 -1.30749
C -1.42443 2.46574 6.59529
H -4.32404 -2.43537 -4.41754
H 1.14193 0.76064 5.91102
C 2.71177 -3.67369 1.39015
H -9.59856 3.02696 -7.27302
H 2.90143 -3.43515 3.51542
H 5.03893 5.47816 1.62122
H -5.93353 -5.40855 -0.21558
H 2.83765 -9.56837 -0.49441
H 2.24837 -1.13878 3.44947
H -10.74778 3.45509 -5.98762
C 3.20055 -2.91116 2.60130
C 5.51094 2.95759 -0.45369
C -5.05551 -4.08931 1.23252
H -2.33688 0.72662 7.47492
H -0.19150 -0.24922 8.07645
C 0.99897 5.08639 -1.85187
H -4.68670 -4.93356 1.81758
H 8.85326 1.59611 -0.44279
H -3.38125 -2.75954 0.79187
H 11.22873 1.51797 -0.23021
H -0.03617 1.39231 3.02158
H 1.10974 -7.10664 -0.95640
C -10.11483 0.36426 -6.08026
H 0.55956 1.35322 8.14798
H 7.07772 3.85642 0.78852
O 1.19374 -1.91043 1.83800
C -8.74387 0.85621 -5.66088
H -0.54199 6.90480 -2.67879
N -0.65018 1.57213 -0.55178
C 2.43904 -1.60573 2.48023
C -0.19612 0.74900 7.63530
O -1.79252 2.83183 1.45518
H 2.83131 -4.75488 1.47307
H 4.28287 -2.77208 2.62601
C -10.06553 2.68004 -6.34492
S 0.43396 0.39923 -3.17854
H 0.87565 -3.25361 0.28863
H 2.97616 -0.89026 1.84748
H -10.06515 -0.44285 -6.81465
C 9.23708 1.60147 0.58015
C -0.05133 0.93756 1.97615
H 1.98990 2.78940 -4.56071
H -9.45160 2.36378 -4.30634
H -6.40884 -3.63527 -1.73979
C 1.26100 -3.24330 1.31096
C -3.19539 0.73762 -0.83587
H -5.40654 -3.31856 1.92682
C 1.67710 4.62624 -3.18058
H 2.98185 -8.44656 2.07544
H 10.94481 3.95569 1.13364
O -6.05752 0.34887 -4.25933
H 10.81243 0.09310 0.73589
C -1.34021 0.17456 -2.62447
H -0.96045 3.39034 6.95535
H 5.63396 1.87557 -0.37692
O -4.70947 -2.91262 -0.79428
H -2.30188 2.32042 2.13506
C 11.17413 1.93144 1.87552
H 1.12281 6.66084 -0.20965
H 12.25582 2.07365 1.90285
H 3.67295 3.37868 -1.55295
H 1.01602 0.73043 1.58217
H -8.05306 0.80551 -6.50900
C -6.08122 -3.32778 -0.74355
C 0.07467 0.73824 6.14373
C -4.25886 -0.06730 -1.66008
C 2.02096 -8.09487 1.68430
H 2.26367 5.32520 -3.86190
H -2.03124 -1.12600 -4.40386
H 1.84484 7.24180 -1.89233
C 5.23126 5.01785 0.64921
O -0.56186 1.90190 5.59783
C 1.50218 3.14065 -3.58114
H 1.43730 -7.68466 2.51157
H -0.36844 -0.14188 5.66537
H -5.76728 -2.02066 -3.30320
H 5.76632 5.73882 0.02102
H 8.59946 0.95769 1.19556
C -1.53922 1.44050 7.70597
C 4.05801 3.38411 -0.53089
H -1.75263 1.88811 8.67816
C -9.02208 2.30125 -5.31178
C -4.89558 -1.59526 -3.90312
C -2.37540 -0.62472 -3.43769
H 5.69894 3.18391 1.67340
H 6.04924 3.30105 -1.34372
C 0.21311 4.09538 -0.92385
H 2.84870 -7.30778 -1.25810
H -2.39071 2.71178 6.14926
C -3.86589 -0.77282 -2.98197
H -8.13765 2.94026 -5.34525
H -5.33819 -0.09923 -1.27491
O -10.80444 1.48860 -6.64417
H 3.25057 -3.33717 0.49803
*
```

Computed properties:
Molecular weight   820.94 g mol⁻¹
Frontier orbital gap   7.8 eV

Results of the Löwdin charge analysis, in e, for atoms 1 through 99: H 0.10; H 0.12; H 0.14; O -0.16; H 0.12; C -0.18; H 0.10; C -0.23; H 0.11; C -0.18; H 0.08; C -0.18; H 0.12; C -0.20; H 0.12; O -0.18; C -0.20; C -0.39; O -0.16; H 0.12; H 0.12; C -0.18; H 0.09; C -0.18; O -0.15; C -0.14; N -0.05; H 0.11; H 0.06; H 0.12; B -0.48; H 0.11; C -0.19; H 0.12; C -0.14; C -0.20; H 0.14; H 0.12; C -0.17; H 0.12; H 0.12; H 0.12; H 0.12; H 0.12; H 0.11; H 0.12; C -0.18; C -0.18; C -0.18; H 0.12; H 0.11; C -0.15; H 0.11; H 0.12; H 0.12; H 0.12; H 0.06; H 0.12; C -0.20; H 0.12; H 0.09; O -0.17; C -0.19; H 0.07; N 0.02; C -0.21; C -0.18; O 0.06; H 0.10; H 0.11; C -0.21; S 0.85; H 0.12; H 0.12; H 0.12; C -0.21; C 0.00; H 0.10; H 0.12; H 0.11; C -0.20; C 0.02; H 0.12; C -0.04; H 0.12; H 0.12; O -0.08; H 0.11; C -0.38; H 0.12; H 0.11; O -0.17; H 0.11; C -0.18; H 0.12; H 0.11; H 0.10; H 0.07; H 0.12